Entry 1:
C3H3FN2 | the ωB97M-V functional and the def2-TZVPD basis

Results
SMILES = [H]/N=C/N(F)C#C
E_LUMO = 0.81 eV
ΔE to the lowest compared entry with this formula, charge and spin = 542.75 kJ/mol

Element x y z (Å)
1 H -1.470 -1.949 0.813
2 N -0.762 -1.201 0.599
3 C -0.630 -0.756 -0.529
4 N 0.753 -0.040 -0.746
5 F 1.021 -0.009 -2.145
6 C 1.077 1.208 -0.259
7 C 1.659 2.260 -0.130
8 H -1.390 -0.832 -1.436
9 H 2.004 3.273 -0.037

***

Entry 2:
C2H28O12 | the ωB97M-V functional and the def2-TZVPD basis

Results
Charge = -1
E_LUMO (spin up / spin down) = 2.19 / 2.17 eV
<S²> = 0.7504
2S+1 = 2

Element x y z (Å)
1 O 2.928 2.557 -0.957
2 H 2.275 2.625 -0.261
3 H 3.756 2.779 -0.532
4 O -3.053 -4.221 -2.329
5 H -3.063 -5.018 -1.799
6 H -2.166 -4.181 -2.686
7 O -0.949 1.377 -2.359
8 H -1.441 2.190 -2.242
9 H -0.763 1.078 -1.469
10 O -3.675 -3.130 0.697
11 H -3.828 -3.678 -0.073
12 H -2.831 -3.427 1.038
13 O 2.400 -0.537 -0.665
14 H 2.830 -0.118 0.081
15 H 1.511 -0.183 -0.659
16 O 1.203 3.860 0.545
17 H 1.796 4.420 0.044
18 H 0.367 4.325 0.535
19 O -2.184 -0.035 -4.282
20 H -1.599 0.287 -3.597
21 H -3.064 0.147 -3.952
22 O 3.655 -2.762 0.565
23 H 3.064 -2.116 0.178
24 H 4.349 -2.240 0.968
25 O -1.184 2.358 1.536
26 H -1.400 3.268 1.330
27 H -1.948 2.031 2.011
28 O 1.433 2.629 3.031
29 H 1.337 1.680 2.959
30 H 1.267 2.955 2.146
31 O 1.382 -0.101 3.542
32 H 0.558 -0.246 4.007
33 H 1.899 -0.886 3.718
34 C -0.538 -1.790 -0.659
35 C -0.703 -0.577 0.292
36 O 0.116 0.579 -0.044
37 H 0.464 -2.220 -0.645
38 H -0.692 -1.361 -1.649
39 H -1.288 -2.566 -0.511
40 H -0.272 -0.829 1.261
41 H -1.728 -0.219 0.389
42 H -0.218 1.300 0.495

***

Entry 3:
C6H8BrF | the ωB97M-V functional and the def2-TZVPD basis

Results
E_LUMO = 0.79 eV
ΔE to the lowest compared entry with this formula, charge and spin = 155.54 kJ/mol

Element x y z (Å)
1 C -0.501 -0.086 0.687
2 C 0.147 -0.604 -0.198
3 C -2.537 1.173 0.489
4 C 2.962 -0.473 -0.693
5 C -1.496 0.600 1.495
6 C 1.098 -1.332 -1.042
7 F 1.387 -2.683 -0.765
8 Br 0.566 -1.020 -2.874
9 H -2.933 0.480 -0.430
10 H -1.947 2.013 -0.005
11 H -3.472 1.605 1.049
12 H 2.931 -0.130 0.308
13 H 3.084 0.297 -1.380
14 H 3.692 -1.235 -0.824
15 H -0.946 1.327 1.943
16 H -2.035 0.069 2.242

***

Entry 4:
C52H44IKN8P2S4Se2 | the ωB97M-V functional and the def2-TZVPD basis

Results
Charge = -2
E_LUMO = 3.16 eV
ΔE to the lowest compared entry with this formula, charge and spin = 0.00 kJ/mol

Element x y z (Å)
1 K 1.411 -1.175 -0.794
2 S 3.362 0.293 1.288
3 C 4.874 -0.421 1.776
4 C 5.514 0.068 2.936
5 C 6.722 -0.425 3.386
6 C 7.368 -1.450 2.698
7 C 6.761 -1.962 1.565
8 C 5.539 -1.473 1.101
9 S 4.897 -2.215 -0.382
10 C 3.605 -3.295 0.322
11 C 3.025 -4.183 -0.748
12 C 3.744 -5.272 -1.220
13 C 3.148 -6.092 -2.167
14 C 1.874 -5.793 -2.606
15 C 1.231 -4.665 -2.100
16 C -0.104 -4.268 -2.676
17 S -1.168 -3.262 -1.610
18 C -2.564 -4.306 -1.274
19 C -3.803 -3.681 -1.430
20 C -4.989 -4.323 -1.114
21 C -4.922 -5.638 -0.658
22 C -3.703 -6.269 -0.524
23 C -2.466 -5.642 -0.808
24 S -0.981 -6.496 -0.577
25 N 1.807 -3.878 -1.198
26 H 5.018 0.867 3.472
27 H 7.166 -0.006 4.282
28 H 8.317 -1.842 3.041
29 H 7.231 -2.765 1.009
30 H 2.828 -2.679 0.773
31 H 4.051 -3.903 1.109
32 H 4.739 -5.468 -0.840
33 H 3.666 -6.965 -2.544
34 H 1.358 -6.430 -3.312
35 H -0.654 -5.162 -2.964
36 H 0.101 -3.671 -3.568
37 H -3.819 -2.665 -1.807
38 H -5.939 -3.815 -1.229
39 H -5.831 -6.176 -0.408
40 H -3.657 -7.292 -0.168
41 Se -0.694 5.947 0.942
42 P -1.971 4.326 0.453
43 C -3.121 3.989 1.832
44 C -2.732 4.292 3.132
45 C -3.636 4.174 4.179
46 C -4.942 3.784 3.928
47 C -5.336 3.479 2.633
48 C -4.428 3.568 1.591
49 C -3.118 4.707 -0.913
50 C -3.571 3.716 -1.779
51 C -4.514 4.021 -2.749
52 C -5.004 5.314 -2.863
53 C -4.546 6.306 -2.007
54 C -3.603 6.004 -1.035
55 C -1.127 2.849 -0.103
56 C -0.698 1.593 0.351
57 N 0.098 1.094 -0.616
58 N 0.123 1.962 -1.614
59 N -0.597 3.022 -1.334
60 P -0.937 0.618 1.841
61 Se -0.289 -1.394 1.821
62 C -0.234 1.580 3.211
63 C 0.198 2.889 3.040
64 C 0.734 3.593 4.110
65 C 0.844 2.990 5.353
66 C 0.435 1.672 5.523
67 C -0.092 0.965 4.455
68 C -2.736 0.527 2.096
69 C -3.311 0.600 3.357
70 C -4.635 0.222 3.537
71 C -5.390 -0.215 2.461
72 C -4.825 -0.264 1.191
73 C -3.502 0.099 1.011
74 H -1.727 4.650 3.311
75 H -3.318 4.406 5.188
76 H -5.653 3.708 4.742
77 H -6.349 3.155 2.432
78 H -4.749 3.328 0.585
79 H -3.172 2.712 -1.703
80 H -4.856 3.246 -3.423
81 H -5.736 5.551 -3.626
82 H -4.917 7.319 -2.099
83 H -3.222 6.771 -0.372
84 H 0.153 3.371 2.072
85 H 1.072 4.610 3.954
86 H 1.270 3.536 6.186
87 H 0.548 1.185 6.483
88 H -0.368 -0.077 4.562
89 H -2.723 0.934 4.203
90 H -5.076 0.272 4.525
91 H -6.418 -0.526 2.607
92 H -5.402 -0.624 0.348
93 H -3.041 0.003 0.034
94 I 8.054 1.977 -3.776
95 C 6.247 1.473 -2.926
96 C 5.943 1.402 -1.582
97 N 4.657 1.038 -1.514
98 N 4.102 0.849 -2.713
99 C 5.061 1.118 -3.587
100 H 6.531 1.570 -0.696
101 H 4.129 0.827 -0.639
102 H 4.881 1.045 -4.647
103 C 0.616 -0.227 -4.038
104 C 1.822 -1.024 -4.377
105 N 2.214 -2.105 -3.750
106 C 3.395 -2.488 -4.344
107 C 3.715 -1.631 -5.349
108 N 2.697 -0.698 -5.365
109 H 0.879 0.706 -3.533
110 H -0.013 -0.808 -3.363
111 H 0.019 0.015 -4.920
112 H 3.938 -3.355 -4.001
113 H 4.552 -1.585 -6.024
114 H 2.648 0.129 -5.932